DFT (ωB97M-V with the def2-TZVPD basis set) results for a 2-piece molecular cluster, C19H18N8O8 overall in a non-equilibrium geometry.

Geometry (Å):
O  -1.6640  -3.1938  3.8985
N  -1.7692  -2.2528  3.0838
O  -1.1959  -1.1520  3.2406
C  -2.6247  -2.4205  1.9333
C  -3.4232  -3.5931  1.8213
C  -4.4652  -3.6845  0.8951
N  -5.2084  -4.9347  0.7707
O  -6.0758  -5.0928  -0.1061
O  -4.8996  -5.8386  1.5827
C  -4.7199  -2.5079  0.0800
N  -5.8700  -2.1754  -0.5595
O  -5.7257  -0.8312  -0.8699
N  -4.4888  -0.3362  -0.4344
O  -4.1880  0.8363  -0.5758
C  -3.8261  -1.4069  0.1808
C  -2.7939  -1.3023  1.0976
H  -3.2437  -4.4239  2.4969
H  -2.2957  -0.3523  1.2728
C  1.2682  4.9353  2.5925
C  0.5285  3.7824  1.9568
O  -0.6555  3.5481  2.1652
N  1.3208  3.0251  1.0671
C  2.6530  3.5024  0.7372
C  3.0366  3.1753  -0.6815
N  2.8293  1.7747  -0.9624
C  3.4020  1.3105  -2.2022
C  3.4009  -0.1943  -2.2711
N  2.0936  -0.7560  -1.9782
C  1.7547  -2.0061  -2.5362
C  2.8680  -2.6333  -3.3310
O  0.6477  -2.5295  -2.4213
C  1.2953  -0.1092  -1.0164
C  0.0731  -0.6404  -0.5642
N  -0.6689  -0.0204  0.3510
C  -0.2681  1.1206  0.9268
C  0.9069  1.7883  0.5291
C  1.7081  1.1456  -0.4682
H  2.2326  4.6204  3.0061
H  1.4266  5.7566  1.8810
H  0.6576  5.3283  3.4013
H  2.6718  4.5846  0.8339
H  3.3851  3.0859  1.4441
H  2.4720  3.8132  -1.3835
H  4.0953  3.4142  -0.8241
H  2.8654  1.7307  -3.0700
H  4.4357  1.6638  -2.2671
H  3.6825  -0.4705  -3.2844
H  4.1508  -0.6119  -1.5828
H  3.7974  -2.6746  -2.7527
H  2.5708  -3.6464  -3.5888
H  3.0387  -2.0894  -4.2685
H  -0.2969  -1.5791  -0.9565
H  -0.9018  1.5179  1.7106

Computed properties:
**Kohn-Sham gap**: 6.49 eV
**E_HOMO**: -8.29 eV
**SMILES**: O=[N+]([O-])c1cc([N+](=O)[O-])c2no[n+]([O-])c2c1.CC(=O)N1CCN2CCN(C(C)=O)c3cncc1c32
**Energy above the lowest of the compared OMol25 structures with the same formula, charge and spin**: 0.0000 eV
**Charge**: 0

***

DFT (ωB97M-V with the def2-TZVPD basis set) results for C19H18NOPbS as an isolated structure in a non-equilibrium geometry.

Geometry (Å):
C  0.7932  -2.2853  3.1537
C  -0.5933  -1.9650  2.9556
C  -0.9697  -2.4168  1.6829
H  -1.2678  -1.6102  3.7398
C  0.1822  -2.9389  1.0317
C  1.2492  -2.9533  1.9519
H  2.2327  -3.4152  1.8262
H  1.3193  -2.2364  4.1155
H  -1.9788  -2.3716  1.2565
H  0.1731  -3.4306  0.0559
C  -1.2451  2.2141  1.6147
C  -1.2308  1.9645  2.9636
C  0.1471  2.2263  3.5073
H  -2.0403  1.5995  3.5874
C  0.9146  2.6365  2.2853
C  0.0725  2.6477  1.2058
H  0.3077  2.9944  0.1950
H  -2.0932  2.1777  0.9352
H  0.1868  2.8906  4.3773
H  1.9603  2.9406  2.3603
Pb  1.9629  -0.2242  2.3652
O  -0.3639  0.0423  -1.2651
C  -1.6539  -0.6534  -1.4813
C  -0.2951  -0.8813  -2.2264
H  -1.8214  -1.3669  -0.6869
H  -2.4715  -0.1312  -1.9633
H  0.0672  -1.8943  -2.0127
H  1.0314  -1.9976  -4.3448
C  0.7918  -0.9446  -4.5026
C  0.0586  -0.2837  -3.4966
C  -0.3079  1.0757  -3.6415
H  -0.8586  1.6032  -2.8511
C  0.0635  1.7674  -4.7810
H  -0.2231  2.8140  -4.8434
C  0.7591  1.1048  -5.7908
H  1.0318  1.6426  -6.6863
C  1.1252  -0.2318  -5.6393
H  1.6736  -0.7515  -6.4088
S  0.1247  -0.5048  6.3606
C  0.4162  0.2815  5.0657
N  0.7698  0.8654  4.0288

Computed properties:
**Kohn-Sham gap**: 5.97 eV
**E_HOMO**: -10.85 eV
**Energy above the lowest of the compared OMol25 structures with the same formula, charge and spin**: 0.0000 eV
**Charge**: +1

***

DFT (ωB97M-V with the def2-TZVPD basis set) results for C19H19AuBrFN4O5 as an isolated structure.

Geometry (Å):
Au  0.0037  0.6373  -0.8627
O  2.5473  -0.9038  -0.3910
C  2.8924  -1.0763  0.9992
C  3.3036  0.2307  1.6438
C  2.2603  1.3448  1.4842
C  0.9299  0.9784  2.0754
C  0.7656  0.9225  3.4558
C  -0.4523  0.5720  4.0037
C  -1.5178  0.2860  3.1578
C  -1.3125  0.3589  1.8013
N  -0.1141  0.6874  1.2820
H  3.3451  -0.6757  -0.8851
H  3.6785  -1.8252  1.0967
H  1.9935  -1.4807  1.4695
H  4.2519  0.5755  1.2253
H  3.4897  0.0429  2.7038
H  2.1378  1.5964  0.4289
H  2.6259  2.2426  1.9851
H  1.6091  1.1652  4.0884
H  -0.5772  0.5312  5.0775
H  -2.4928  0.0183  3.5388
H  -2.1102  0.1709  1.0962
F  -0.3922  -6.3623  -1.0397
C  -0.3146  -5.0795  -1.3176
C  -1.2541  -4.4633  -2.0347
N  -1.1690  -3.0939  -2.3318
C  -2.2119  -2.4458  -2.9844
C  -3.4960  -1.4174  -0.8642
O  -3.7117  -2.4833  -0.4768
O  -3.2609  -0.3175  -1.1707
C  -0.1278  -2.3617  -1.8462
O  -0.0738  -1.1171  -2.0538
N  0.8352  -3.0008  -1.1712
C  0.8531  -4.3635  -0.7939
O  1.7350  -4.8054  -0.1188
H  -2.1170  -4.9808  -2.4264
H  -2.9834  -3.0821  -3.3881
H  -1.9723  -1.5107  -3.4611
H  1.6020  -2.4049  -0.8374
Br  -1.5602  7.1262  -1.3629
C  -1.1068  5.3317  -1.1993
C  0.2272  4.9369  -1.2379
C  0.5262  3.6000  -1.1117
N  -0.4331  2.6718  -0.9600
C  -1.7233  3.0473  -0.9210
C  -2.0962  4.3666  -1.0383
H  1.0218  5.6576  -1.3657
H  1.5499  3.2537  -1.1428
H  -2.4613  2.2636  -0.8097
H  -3.1422  4.6354  -1.0083

Computed properties:
**Kohn-Sham gap (alpha / beta)**: 7.69 / 6.25 eV
**E_HOMO (alpha / beta)**: -13.66 / -15.34 eV
**2S+1**: 3
**<S²>**: 2.01
**Charge**: +2

***

DFT (ωB97M-V with the def2-TZVPD basis set) results for a 2-piece molecular cluster, C19H19BCl2NO overall in a non-equilibrium geometry.

Geometry (Å):
C  -3.9425  -3.2382  -3.2433
O  -3.4147  -2.0768  -3.9385
C  -2.6230  -1.2076  -3.2572
C  -2.1333  -0.0820  -3.9530
C  -1.3297  0.8404  -3.3171
N  -0.9855  0.7023  -2.0074
B  -0.0576  1.7123  -1.2089
H  0.1138  1.3169  0.0188
C  -1.4561  -0.3626  -1.3239
C  -2.2550  -1.3356  -1.9011
H  -4.5366  -3.7888  -3.9789
H  -3.1209  -3.8774  -2.8855
H  -4.5916  -2.9261  -2.4107
H  -2.4073  0.0364  -4.9941
H  -0.9521  1.7097  -3.8590
H  1.0494  1.7563  -1.7208
H  -0.5876  2.8122  -1.1656
H  -1.1580  -0.4001  -0.2740
H  -2.5721  -2.1681  -1.2814
Cl  0.8204  -5.0384  0.5289
C  0.8095  -3.4031  1.0259
C  -0.3001  -2.8880  1.7206
C  -0.3125  -1.5542  2.0985
C  0.7600  -0.6620  1.7634
C  0.5685  0.7223  2.0678
C  1.5225  1.7717  2.2513
C  1.0960  2.9102  3.0121
C  1.8935  4.0342  3.1584
C  3.1771  4.0564  2.5809
Cl  4.1590  5.4457  2.7363
C  3.6577  2.9278  1.9032
C  2.8585  1.7991  1.7545
C  1.9072  -1.2438  1.1489
C  1.9156  -2.5826  0.7683
H  -1.1379  -3.5403  1.9483
H  -1.1580  -1.1666  2.6763
H  -0.4315  0.9615  2.4389
H  0.1133  2.8817  3.4920
H  1.5413  4.9010  3.7088
H  4.6650  2.9489  1.4861
H  3.2658  0.9413  1.2270
H  2.7883  -0.6418  0.9468
H  2.7813  -3.0042  0.2583

Computed properties:
**Kohn-Sham gap**: 6.38 eV
**E_HOMO**: -11.96 eV
**Charge**: +1

***

DFT (ωB97M-V with the def2-TZVPD basis set) results for one molecule with the formula C19H19BrFN5O in a non-equilibrium geometry.

Geometry (Å):
N  -3.9540  -4.8293  0.1011
C  -3.1037  -3.6603  0.1389
C  -1.6800  -4.1117  -0.0670
C  -0.5759  -3.1156  0.3840
N  -0.6119  -1.8265  -0.3268
C  0.5162  -1.1585  -0.9024
C  0.6510  0.2464  -0.7480
C  -0.4037  1.0823  -0.1500
O  -1.4423  0.5989  0.3325
N  -0.2666  2.4553  -0.2052
C  -1.2047  3.4026  0.3542
C  -0.5739  4.1824  1.4539
C  -0.1471  5.4933  1.2458
C  0.3367  6.2403  2.3200
C  0.4628  5.6868  3.5868
F  0.9987  6.4199  4.6134
C  0.0015  4.3815  3.7860
C  -0.4765  3.6216  2.7262
N  1.7194  0.9192  -1.2268
C  2.7124  0.2905  -1.8408
Br  4.2125  1.4216  -2.3635
C  2.6195  -1.0844  -2.1564
C  3.6139  -1.7300  -2.8512
C  3.4581  -3.0741  -3.1454
C  2.3529  -3.7737  -2.6885
N  1.4213  -3.1562  -1.9729
C  1.5327  -1.8403  -1.6869
H  -4.9442  -4.5609  0.2126
H  -3.8019  -5.3285  -0.7911
H  -3.1806  -3.1722  1.1030
H  -3.4341  -2.9295  -0.6082
H  -1.4736  -5.0569  0.4669
H  -1.5279  -4.3431  -1.1341
H  -0.7700  -2.9238  1.4616
H  0.4222  -3.5658  0.3014
H  -1.3107  -1.1696  0.1037
H  0.6451  2.8138  -0.4445
H  -1.5156  4.0608  -0.4405
H  -2.1121  2.9148  0.7549
H  -0.1907  5.9608  0.2525
H  0.7012  7.2438  2.1663
H  0.0433  4.0014  4.8044
H  -0.8136  2.6118  2.8650
H  4.5193  -1.2203  -3.2349
H  4.3021  -3.5587  -3.6697
H  2.2722  -4.8598  -2.8804

Computed properties:
**Kohn-Sham gap**: 7.49 eV
**E_HOMO**: -7.98 eV
**SMILES**: NCCCNc1c(C(=O)NCc2ccc(F)cc2)nc(Br)c2cccnc12
**Energy above the lowest of the compared OMol25 structures with the same formula, charge and spin**: 0.0000 eV
**Charge**: 0

***

> charge of number 5 (C19H19BrFN5O)?

0

***

> charge of number 5 (C19H19BrFN5O)?

0

***

Copy entry 3 word for word.
DFT (ωB97M-V with the def2-TZVPD basis set) results for C19H19AuBrFN4O5 as an isolated structure.

Geometry (Å):
Au  0.0037  0.6373  -0.8627
O  2.5473  -0.9038  -0.3910
C  2.8924  -1.0763  0.9992
C  3.3036  0.2307  1.6438
C  2.2603  1.3448  1.4842
C  0.9299  0.9784  2.0754
C  0.7656  0.9225  3.4558
C  -0.4523  0.5720  4.0037
C  -1.5178  0.2860  3.1578
C  -1.3125  0.3589  1.8013
N  -0.1141  0.6874  1.2820
H  3.3451  -0.6757  -0.8851
H  3.6785  -1.8252  1.0967
H  1.9935  -1.4807  1.4695
H  4.2519  0.5755  1.2253
H  3.4897  0.0429  2.7038
H  2.1378  1.5964  0.4289
H  2.6259  2.2426  1.9851
H  1.6091  1.1652  4.0884
H  -0.5772  0.5312  5.0775
H  -2.4928  0.0183  3.5388
H  -2.1102  0.1709  1.0962
F  -0.3922  -6.3623  -1.0397
C  -0.3146  -5.0795  -1.3176
C  -1.2541  -4.4633  -2.0347
N  -1.1690  -3.0939  -2.3318
C  -2.2119  -2.4458  -2.9844
C  -3.4960  -1.4174  -0.8642
O  -3.7117  -2.4833  -0.4768
O  -3.2609  -0.3175  -1.1707
C  -0.1278  -2.3617  -1.8462
O  -0.0738  -1.1171  -2.0538
N  0.8352  -3.0008  -1.1712
C  0.8531  -4.3635  -0.7939
O  1.7350  -4.8054  -0.1188
H  -2.1170  -4.9808  -2.4264
H  -2.9834  -3.0821  -3.3881
H  -1.9723  -1.5107  -3.4611
H  1.6020  -2.4049  -0.8374
Br  -1.5602  7.1262  -1.3629
C  -1.1068  5.3317  -1.1993
C  0.2272  4.9369  -1.2379
C  0.5262  3.6000  -1.1117
N  -0.4331  2.6718  -0.9600
C  -1.7233  3.0473  -0.9210
C  -2.0962  4.3666  -1.0383
H  1.0218  5.6576  -1.3657
H  1.5499  3.2537  -1.1428
H  -2.4613  2.2636  -0.8097
H  -3.1422  4.6354  -1.0083

Computed properties:
**Kohn-Sham gap (alpha / beta)**: 7.69 / 6.25 eV
**E_HOMO (alpha / beta)**: -13.66 / -15.34 eV
**2S+1**: 3
**<S²>**: 2.01
**Charge**: +2

***

> Which of these has the highest charge?

C19H19AuBrFN4O5